1.
Entry from OMol25: one molecule with the formula C16H19N5O2 at a distorted geometry (ωB97M-V with the def2-TZVPD basis set).

Structure (XYZ):
```
42
Properties=species:S:1:pos:R:3:lowdin_charge:R:1
C 3.877 1.774 0.629 -0.08
N 3.144 0.927 -0.280 0.03
C 1.798 1.024 -0.371 -0.35
N 1.100 2.042 0.123 0.20
C -0.173 1.802 -0.260 -0.23
C -0.261 0.634 -0.998 -0.10
C -1.488 0.161 -1.537 -0.42
O -1.695 -0.817 -2.231 0.06
N -2.529 1.017 -1.168 0.21
C -2.504 2.167 -0.406 -0.48
O -3.518 2.782 -0.154 0.07
N -1.262 2.566 0.035 0.01
C -1.117 3.769 0.821 -0.01
N 1.035 0.135 -1.054 0.05
C 1.381 -1.141 -1.627 -0.11
C 1.918 -2.159 -0.605 -0.16
C 1.261 -2.060 0.778 -0.14
C -0.245 -2.031 0.749 -0.24
C -0.972 -2.992 0.060 -0.04
C -2.354 -2.948 0.038 -0.08
C -3.030 -1.945 0.711 -0.09
C -2.316 -0.990 1.413 -0.08
C -0.933 -1.035 1.431 -0.05
H 3.318 2.699 0.740 0.08
H 4.000 1.313 1.614 0.08
H 4.861 1.985 0.209 0.08
H 3.551 0.032 -0.499 0.12
H -3.452 0.748 -1.490 0.17
H -2.107 4.199 0.954 0.09
H -0.465 4.472 0.302 0.09
H -0.675 3.527 1.788 0.09
H 0.457 -1.520 -2.069 0.12
H 2.117 -0.999 -2.427 0.13
H 1.754 -3.152 -1.022 0.11
H 2.999 -2.044 -0.476 0.10
H 1.618 -1.161 1.288 0.11
H 1.591 -2.920 1.370 0.12
H -0.457 -3.780 -0.469 0.12
H -2.905 -3.695 -0.514 0.11
H -4.108 -1.906 0.687 0.10
H -2.835 -0.202 1.940 0.11
H -0.381 -0.282 1.977 0.12
```

DFT total energy	-1045.450542	Ha
SMILES string	CNc1nc2c(c(=O)[nH]c(=O)n2C)n1CCCc1ccccc1
HOMO-LUMO gap	0.2990	Ha
HOMO energy	-0.279	Eh
total charge	0
LUMO level	0.556	eV

2.
Entry from OMol25: C32H22F12N2O9STa as an isolated structure at a distorted geometry (ωB97M-V with the def2-TZVPD basis set).

Structure (XYZ):
```
79
Properties=species:S:1:pos:R:3:mulliken_spin:R:1
Ta 0.029 -0.216 0.013 0.01
C 3.853 -3.824 -0.501 0.01
C 3.395 -2.555 0.149 0.00
C 3.960 -1.363 -0.074 0.02
C 3.335 -0.149 0.438 0.00
C 2.395 -0.213 1.392 -0.05
N 1.270 0.635 1.432 0.02
C 1.223 1.762 2.224 0.00
C 2.384 2.177 2.903 0.00
C 2.413 3.310 3.687 0.00
C 1.290 4.116 3.840 0.00
C 1.319 5.371 4.670 0.00
C 0.135 3.705 3.194 0.00
C 0.068 2.561 2.409 0.00
C -1.262 2.130 1.777 0.00
O -1.045 1.205 0.800 0.01
C -2.210 1.562 2.860 0.00
F -1.690 0.466 3.399 0.00
F -2.431 2.432 3.866 0.00
F -3.414 1.240 2.361 0.00
C -1.960 3.319 1.042 0.00
F -2.913 2.885 0.220 0.00
F -2.541 4.210 1.874 0.00
F -1.075 3.994 0.305 0.00
C 2.066 -1.509 2.083 0.11
C 2.280 -2.693 1.126 0.05
C -0.399 -2.599 1.355 -0.06
O -1.238 -1.633 0.759 0.01
C -0.900 -2.838 2.803 0.00
F -2.226 -3.032 2.838 0.00
F -0.638 -1.809 3.592 0.00
F -0.339 -3.920 3.378 0.00
C -0.521 -3.940 0.586 0.01
F 0.233 -4.925 1.106 0.00
F -0.131 -3.821 -0.694 0.00
F -1.786 -4.402 0.554 0.00
H 4.622 -3.629 -1.248 0.00
H 3.013 -4.317 -0.996 0.00
H 4.252 -4.527 0.238 0.00
H 4.766 -1.275 -0.794 0.00
H 3.428 0.763 -0.139 0.00
H 3.278 1.577 2.797 -0.01
H 3.339 3.578 4.186 0.00
H 2.314 5.533 5.090 0.00
H 0.613 5.325 5.503 0.00
H 1.064 6.254 4.078 0.00
H -0.763 4.300 3.310 0.00
H 2.264 -3.656 1.630 -0.02
O -3.156 3.631 -5.229 0.00
C -3.767 2.780 -4.556 0.00
O -4.968 2.442 -4.575 0.00
C -2.907 2.049 -3.490 0.00
C -3.454 1.047 -2.701 0.00
C -2.665 0.381 -1.784 0.00
N -1.372 0.667 -1.620 0.00
C -0.842 1.663 -2.345 0.00
C -1.567 2.365 -3.286 0.00
C 0.608 1.955 -2.025 0.00
O 1.231 2.827 -2.588 0.00
O 1.073 1.176 -1.087 0.00
H -4.500 0.802 -2.827 0.00
H -3.065 -0.412 -1.165 0.00
H -1.100 3.153 -3.859 0.00
C -1.039 -1.468 -4.492 0.00
C -0.720 -2.363 -3.299 0.00
C -0.584 -3.814 -3.760 0.00
O -1.803 -2.234 -2.395 0.00
C 0.634 -1.902 -2.708 0.00
O 1.645 -2.138 -3.343 0.00
O 0.654 -1.338 -1.537 0.00
H -2.006 -1.759 -4.906 0.00
H -0.266 -1.580 -5.251 0.00
H -1.092 -0.419 -4.205 0.00
H -1.507 -4.110 -4.263 0.00
H -0.416 -4.482 -2.912 0.00
H 0.254 -3.915 -4.447 0.00
H -1.682 -2.854 -1.670 0.00
S 2.298 -1.733 3.770 0.80
C 0.964 -1.978 1.137 0.11
```

DFT total energy	-3673.233890	Ha
2S+1	2
HOMO-LUMO gap (spin up / spin down)	0.2636 / 0.2060	Ha
expectation value of S²	0.76
HOMO energy (spin up / spin down)	-0.115 / -0.114	Eh
total charge	-2
LUMO level (spin up / spin down)	4.053 / 2.503	eV

3.
Entry from OMol25: C42H50Br2N10O7PSc as an isolated structure at a distorted geometry (ωB97M-V with the def2-TZVPD basis set).

Structure (XYZ):
```
113
Properties=species:S:1:pos:R:3:lowdin_charge:R:1
Sc 10.873 -18.027 6.917 0.97
O 17.391 -16.991 9.262 0.07
C 16.139 -17.246 8.880 -0.33
C 15.232 -16.232 8.536 0.02
C 14.013 -16.566 8.054 -0.13
N 13.539 -17.804 8.016 0.05
C 14.350 -18.721 8.436 -0.72
Br 13.853 -20.565 8.482 0.78
C 15.647 -18.520 8.895 -0.06
H 17.619 -16.042 9.341 0.13
H 15.574 -15.188 8.608 0.13
H 13.280 -15.824 7.664 0.12
H 16.216 -19.304 9.262 0.09
Br 18.346 -17.335 5.705 0.77
C 16.539 -17.477 5.198 -0.69
C 15.818 -16.350 4.808 -0.09
C 14.419 -16.482 4.627 0.00
C 13.772 -17.678 4.958 -0.23
C 14.527 -18.804 5.267 -0.05
C 15.874 -18.679 5.377 -0.14
N 12.303 -17.806 4.928 0.08
C 11.707 -17.376 3.904 -0.10
C 10.285 -17.220 3.908 -0.25
C 9.629 -16.785 2.714 0.03
C 8.257 -16.578 2.715 -0.05
C 7.553 -16.805 3.836 -0.05
C 8.297 -17.115 4.937 -0.10
N 9.621 -17.338 5.027 0.09
H 16.317 -15.407 4.735 0.10
H 13.808 -15.634 4.325 0.12
H 14.098 -19.763 5.443 0.08
H 16.451 -19.560 5.691 0.12
H 12.253 -17.034 2.984 0.16
H 10.288 -16.691 1.876 0.11
H 7.764 -16.263 1.776 0.13
H 6.537 -16.712 3.958 0.10
H 7.833 -17.170 5.940 0.13
O 9.075 -12.300 8.353 0.15
C 9.487 -13.375 8.028 -0.23
C 8.704 -14.720 8.232 -0.33
O 7.611 -14.790 8.685 0.12
C 9.521 -15.707 7.569 -0.28
C 10.706 -15.213 7.078 -0.31
O 11.630 -15.991 6.674 -0.13
C 10.773 -13.714 7.264 -0.21
O 11.721 -12.978 6.941 0.08
O 9.402 -17.036 7.740 -0.17
N 10.275 -20.035 6.770 -0.28
P 9.614 -21.139 5.905 0.58
N 10.498 -21.822 4.697 -0.22
C 10.082 -22.967 3.970 -0.24
C 10.248 -22.919 2.474 -0.19
C 11.337 -21.989 2.090 -0.19
C 12.417 -21.828 3.195 -0.16
C 11.791 -21.245 4.417 -0.23
N 8.164 -20.867 5.100 -0.21
C 7.059 -20.263 5.915 -0.17
C 5.648 -20.513 5.340 -0.19
C 5.670 -20.410 3.821 -0.20
C 6.914 -20.993 3.079 -0.16
C 8.157 -20.415 3.749 -0.22
N 9.261 -22.564 6.788 -0.20
C 10.406 -23.296 7.338 -0.23
C 10.065 -24.125 8.568 -0.15
C 8.970 -25.134 8.110 -0.16
C 8.117 -24.677 6.917 -0.18
C 7.959 -23.172 6.880 -0.25
H 9.017 -23.231 4.194 0.12
H 10.574 -23.905 4.324 0.12
H 9.243 -22.646 2.052 0.12
H 10.469 -23.947 2.193 0.12
H 10.985 -21.010 2.071 0.08
H 11.788 -22.321 1.166 0.11
H 13.164 -21.116 2.773 0.13
H 12.780 -22.819 3.280 0.10
H 11.613 -20.225 4.160 0.07
H 12.501 -21.237 5.278 0.10
H 7.216 -19.161 5.955 0.10
H 7.166 -20.722 6.897 0.10
H 4.931 -19.794 5.747 0.11
H 5.253 -21.495 5.735 0.12
H 5.528 -19.282 3.659 0.12
H 4.696 -20.857 3.468 0.12
H 6.832 -20.735 2.009 0.11
H 6.817 -22.062 3.121 0.10
H 8.116 -19.322 3.699 0.10
H 9.054 -20.783 3.244 0.09
H 11.157 -22.491 7.513 0.09
H 10.898 -23.969 6.642 0.10
H 9.829 -23.484 9.379 0.08
H 11.003 -24.597 8.814 0.11
H 8.281 -25.247 8.880 0.08
H 9.499 -26.044 7.866 0.11
H 7.115 -25.124 6.955 0.12
H 8.516 -24.869 5.952 0.09
H 7.470 -22.863 7.835 0.13
H 7.396 -22.955 5.974 0.10
C 9.897 -15.525 11.494 -0.01
N 10.126 -16.911 11.232 -0.03
C 9.451 -17.941 11.833 -0.02
C 9.588 -19.221 11.409 -0.01
C 10.382 -19.387 10.244 -0.40
N 11.036 -18.445 9.650 0.17
C 10.892 -17.201 10.100 -0.51
O 11.467 -16.262 9.580 0.05
N 10.339 -20.633 9.707 0.15
H 9.021 -15.200 10.978 0.09
H 10.791 -14.989 11.197 0.10
H 9.736 -15.320 12.561 0.10
H 8.797 -17.599 12.653 0.14
H 8.866 -19.930 11.812 0.11
H 9.485 -21.130 10.000 0.11
H 10.517 -20.603 8.691 0.02
```

DFT total energy	-8954.966053	Ha
HOMO-LUMO gap	0.2284	Ha
HOMO energy	-0.267	Eh
total charge	0
LUMO level	-1.045	eV

4.
Entry from OMol25: a 14-piece molecular cluster, C2H34NO13S overall at a distorted geometry (ωB97M-V with the def2-TZVPD basis set).

Structure (XYZ):
```
51
Properties=species:S:1:pos:R:3:lowdin_charge:R:1
C 1.150 0.637 0.739 -0.28
C 0.600 1.952 0.129 -0.53
S 1.693 3.357 -0.276 0.76
N 1.756 0.966 1.996 0.09
H 1.891 0.196 0.113 0.06
H 0.283 -0.029 0.847 0.12
H -0.460 2.241 0.635 0.13
H 0.354 1.680 -0.916 0.03
H 1.696 4.045 0.802 -0.20
H 1.897 0.027 2.517 0.16
H 0.938 1.557 2.430 0.14
H 2.641 1.500 2.019 0.15
H -3.979 0.230 -2.952 0.05
H -2.853 1.206 -2.444 0.09
O -3.335 0.329 -2.280 -0.05
H -0.530 3.172 3.630 0.08
H -1.475 1.939 3.288 0.07
O -0.577 2.392 3.030 -0.12
H -1.068 -2.015 -2.011 -0.04
H -1.773 -1.176 -3.111 0.01
O -1.100 -1.793 -2.932 -0.02
H -0.577 1.898 -3.730 0.08
H -0.621 3.100 -2.965 -0.02
O -1.021 2.296 -2.921 -0.04
H 3.907 1.084 -2.038 0.10
H 2.738 0.084 -1.904 -0.03
O 3.608 0.225 -1.607 -0.06
H -3.526 -1.035 -1.179 0.04
H -3.874 -2.492 -1.536 0.04
O -3.371 -1.985 -0.976 -0.02
H -1.879 -0.132 3.462 -0.09
H -1.479 0.175 4.776 0.08
O -1.971 0.491 4.034 0.05
H 4.576 0.176 1.071 0.09
H 3.914 -0.850 1.743 0.02
O 3.794 0.042 1.620 -0.02
H -0.760 -3.815 -0.852 0.11
H -1.746 -2.558 -0.843 -0.02
O -0.861 -2.852 -0.598 -0.07
H 0.767 -1.772 1.482 0.04
H 0.103 -2.497 2.653 0.06
O 0.647 -1.716 2.490 -0.07
H 0.096 -0.549 -3.172 0.01
H 1.261 -0.525 -4.121 -0.03
O 0.810 -0.004 -3.573 -0.02
H 2.051 -2.801 0.163 0.01
H 2.623 -2.027 -0.966 0.07
O 2.453 -1.989 -0.010 -0.02
H -2.952 -1.412 1.007 -0.06
H -3.421 -0.071 1.501 0.05
O -3.038 -0.904 1.739 0.02
```

DFT total energy	-1527.368276	Ha
HOMO-LUMO gap	0.3544	Ha
HOMO energy	-0.442	Eh
total charge	+1
LUMO level	-2.376	eV

5.
Entry from OMol25: O4PSn as an isolated structure at a distorted geometry (ωB97M-V with the def2-TZVPD basis set).

Structure (XYZ):
```
6
Properties=species:S:1:pos:R:3:lowdin_charge:R:1
Sn -1.442 2.351 -0.078 0.96
P 0.305 -0.491 0.047 -0.13
O 1.155 0.652 -0.539 -0.44
O 0.077 -0.157 1.545 -0.46
O 1.017 -1.883 -0.288 -0.42
O -1.112 -0.473 -0.688 -0.50
```

DFT total energy	-856.599113	Ha
HOMO-LUMO gap	0.1647	Ha
HOMO energy	-0.134	Eh
total charge	-1
LUMO level	0.843	eV

6.
Entry from OMol25: one molecule with the formula C3H4Si at a distorted geometry (ωB97M-V with the def2-TZVPD basis set).

Structure (XYZ):
```
8
Properties=species:S:1:pos:R:3:lowdin_charge:R:1
C 0.427 -0.414 0.696 -0.53
C -0.841 0.377 -0.082 -0.02
C -0.502 -0.851 -0.352 -0.22
Si 2.174 0.145 0.137 0.70
H 0.337 -0.730 1.713 0.02
H -1.146 1.447 -0.124 0.10
H -0.659 -1.731 -1.105 0.13
H 1.553 1.282 -0.559 -0.18
```

DFT total energy	-405.999874	Ha
HOMO-LUMO gap	0.2685	Ha
HOMO energy	-0.291	Eh
total charge	0
LUMO level	-0.619	eV

7.
Entry from OMol25: C25H33N6NdOS2Si as an isolated structure at a distorted geometry (ωB97M-V with the def2-TZVPD basis set).

Structure (XYZ):
```
69
Properties=species:S:1:pos:R:3:mulliken_spin:R:1
Nd -0.057 -0.927 -0.471 3.01
C -1.623 -0.373 3.353 0.00
C -0.526 0.303 2.596 0.01
N 0.344 -0.655 2.078 -0.01
N 1.660 -0.311 2.537 0.00
C 2.706 -0.591 1.745 0.00
S 2.772 -1.029 0.014 -0.01
S 4.262 -0.712 2.633 0.00
C 5.244 0.463 1.692 0.00
C 4.721 1.841 1.554 0.00
C 4.323 2.315 0.343 0.00
C 3.780 3.593 0.199 0.00
C 3.617 4.395 1.316 0.00
C 3.974 3.890 2.568 0.00
C 4.602 2.679 2.673 0.00
C -0.508 1.702 2.273 0.00
C -0.634 2.636 3.319 0.00
C -0.491 3.989 3.072 0.00
C -0.261 4.421 1.770 0.00
C -0.186 3.551 0.689 0.00
C -0.312 2.173 0.893 0.00
O -0.126 1.315 -0.080 0.00
H -1.236 -1.109 4.059 0.00
H -2.275 0.363 3.848 0.00
H -2.246 -0.918 2.629 0.00
H 6.206 0.443 2.194 0.00
H 5.422 0.004 0.696 0.00
H 4.338 1.682 -0.534 0.00
H 3.456 3.921 -0.773 0.00
H 3.193 5.368 1.234 0.00
H 3.834 4.482 3.452 0.00
H 4.917 2.285 3.643 0.00
H -0.772 2.236 4.335 0.00
H -0.676 4.762 3.833 0.00
H -0.063 5.490 1.656 0.00
H -0.095 3.961 -0.332 0.00
C 1.234 -0.060 -4.333 0.00
C -0.220 -0.132 -4.030 0.00
C -1.160 0.245 -4.968 0.00
C -2.509 0.030 -4.699 0.00
C -2.896 -0.526 -3.468 0.00
C -1.897 -0.866 -2.519 -0.01
N -0.593 -0.611 -2.802 0.00
N -2.179 -1.452 -1.329 0.00
Si -3.497 -2.571 -0.929 0.00
C -3.628 -3.895 -2.234 0.00
C -2.921 -3.328 0.704 0.00
C -5.134 -1.775 -0.630 0.00
H 1.403 -0.184 -5.414 0.00
H 1.803 -0.782 -3.761 0.00
H 1.627 0.947 -4.106 0.00
H -0.812 0.618 -5.928 0.00
H -3.210 0.317 -5.514 0.00
H -3.927 -0.861 -3.309 0.00
H -2.700 -4.466 -2.324 0.00
H -3.886 -3.544 -3.246 0.00
H -4.430 -4.612 -2.023 0.00
H -1.881 -3.078 0.891 0.00
H -2.965 -4.419 0.676 0.00
H -3.548 -2.964 1.495 0.00
H -5.546 -1.237 -1.493 0.00
H -5.040 -1.077 0.172 0.00
H -5.874 -2.534 -0.343 0.00
N 0.045 -4.697 -0.387 0.00
N 0.689 -3.488 0.117 0.00
H 0.703 -5.160 -1.026 0.00
H -0.692 -4.360 -1.017 0.00
H 1.688 -3.552 -0.070 0.00
H 0.668 -3.563 1.145 0.00
```

DFT total energy	-3023.548538	Ha
2S+1	4
HOMO-LUMO gap (spin up / spin down)	0.2433 / 0.2458	Ha
expectation value of S²	3.75
HOMO energy (spin up / spin down)	-0.265 / -0.266	Eh
total charge	0
LUMO level (spin up / spin down)	-0.601 / -0.561	eV

8.
Entry from OMol25: C5H5NO as an isolated structure at a distorted geometry (ωB97M-V with the def2-TZVPD basis set).

Structure (XYZ):
```
12
Properties=species:S:1:pos:R:3:lowdin_charge:R:1
C 1.831 0.532 0.087 -0.08
C 0.347 -0.820 -0.086 -0.21
C -0.946 -1.262 0.032 -0.06
C -0.990 0.988 0.047 -0.10
C 0.331 0.603 -0.291 -0.09
H 2.218 0.680 1.039 0.07
H 2.917 0.806 -0.492 0.17
H -1.645 -2.073 0.008 0.11
H -2.726 -0.252 0.044 0.20
H -1.474 1.926 -0.255 0.12
N -1.662 -0.140 -0.032 -0.06
O 1.800 -0.987 -0.100 -0.08
```

DFT total energy	-323.349859	Ha
HOMO-LUMO gap	0.3381	Ha
HOMO energy	-0.309	Eh
total charge	0
LUMO level	0.782	eV

Values for ΔE to the lowest compared entry with this formula, charge and spin, kJ/mol, ordered as above
0.0; 103.8; 341.4; 224.4; 377.9; 188.2; 167.4; 445.9